ORCA calculation (ωB97M-V with the def2-TZVPD basis set) on one molecule with the formula C4H8N2 in a non-equilibrium geometry.

The geometry in XYZ format:
```
14
Properties=species:S:1:pos:R:3:forces:R:3:mulliken_charge:R:1
C -1.08035 -1.28747 1.41721 -1.9 0.1 0.4 -0.30
N -0.98003 -0.05687 1.77180 1.0 -1.4 0.2 -0.62
N -0.07673 0.69890 1.07095 1.3 0.3 -1.0 0.00
C 0.68215 0.12761 -0.07626 -1.1 0.5 2.9 -0.27
C -0.11403 -0.06145 -1.28937 -0.9 -0.8 -1.6 -0.37
C 0.83291 1.07898 -1.15991 0.3 2.6 -1.1 -0.62
H -1.87572 -1.90408 1.92872 1.1 0.8 -0.6 0.26
H -0.60589 -1.68730 0.52052 0.1 -0.1 0.4 0.29
H 0.55502 1.23436 1.68388 -0.9 -0.3 -0.3 0.29
H 1.52161 -0.49168 0.15885 0.2 -0.7 0.1 0.34
H -1.18534 0.14071 -1.33543 0.3 0.0 0.5 0.24
H 0.16041 -0.88452 -1.96318 0.0 0.5 0.3 0.27
H 0.43282 2.14815 -0.95935 0.8 -2.1 -0.6 0.27
H 1.73317 0.94466 -1.76841 -0.3 0.6 0.3 0.23
```
Positions in Å, forces in eV/Å.

Results
Energy above the lowest of the compared OMol25 structures with the same formula, charge and spin = 62.9 kcal/mol
Structure (SMILES) = C=NNC1CC1
Highest occupied orbital energy = -8.8 eV